(1)
{"formula": "C36H106N6O20", "method": "wB97M-V/def2-TZVPD", "homo_lumo_gap_ev": 8.5, "multiplicity": 1, "max_force_ev_per_a": 2.05, "energy_ev": -88932.0291, "e_above_lowest_kcal_mol": 47.88, "e_lumo_ev": 0.05, "elements": ["O", "H", "H", "O", "H", "H", "O", "H", "H", "O", "H", "H", "O", "H", "H", "O", "H", "H", "O", "H", "H", "O", "H", "H", "C", "O", "C", "C", "N", "C", "C", "O", "C", "H", "H", "H", "H", "H", "H", "H", "H", "H", "H", "H", "H", "H", "H", "H", "C", "O", "C", "C", "N", "C", "C", "O", "C", "H", "H", "H", "H", "H", "H", "H", "H", "H", "H", "H", "H", "H", "H", "H", "C", "O", "C", "C", "N", "C", "C", "O", "C", "H", "H", "H", "H", "H", "H", "H", "H", "H", "H", "H", "H", "H", "H", "H", "C", "O", "C", "C", "N", "C", "C", "O", "C", "H", "H", "H", "H", "H", "H", "H", "H", "H", "H", "H", "H", "H", "H", "H", "C", "O", "C", "C", "N", "C", "C", "O", "C", "H", "H", "H", "H", "H", "H", "H", "H", "H", "H", "H", "H", "H", "H", "H", "C", "O", "C", "C", "N", "C", "C", "O", "C", "H", "H", "H", "H", "H", "H", "H", "H", "H", "H", "H", "H", "H", "H", "H"], "positions_angstrom": [[-4.468, -2.948, 0.448], [-3.980, -3.156, -0.354], [-4.344, -3.717, 1.012], [-6.574, 5.884, 6.083], [-6.700, 6.715, 5.618], [-5.686, 5.928, 6.464], [-6.391, 2.571, 1.863], [-5.477, 2.594, 2.194], [-6.603, 3.491, 1.677], [-4.214, 4.938, 7.555], [-4.266, 4.003, 7.771], [-3.384, 5.015, 7.073], [-7.309, 1.178, 4.358], [-7.631, 2.068, 4.554], [-7.083, 0.804, 5.213], [-5.368, -0.076, 2.479], [-4.638, 0.124, 1.880], [-5.010, -0.737, 3.083], [-1.915, 3.624, 6.760], [-1.640, 4.251, 6.082], [-1.117, 3.121, 6.950], [-8.001, 4.119, 4.280], [-8.939, 4.307, 4.386], [-7.592, 4.476, 5.080], [1.420, -5.001, -6.656], [0.608, -4.089, -5.960], [1.026, -2.733, -6.144], [0.160, -1.883, -5.237], [-1.238, -1.770, -5.677], [-1.876, -0.530, -5.175], [-1.748, -0.337, -3.658], [-2.370, -1.484, -3.032], [-3.747, -1.388, -2.806], [0.865, -5.569, -7.411], [1.755, -5.817, -5.994], [2.334, -4.553, -7.045], [0.929, -2.488, -7.206], [2.074, -2.610, -5.844], [0.647, -0.899, -5.193], [0.243, -2.302, -4.228], [-1.703, -2.488, -5.123], [-2.949, -0.619, -5.366], [-1.489, 0.270, -5.809], [-2.167, 0.597, -3.288], [-0.717, -0.565, -3.396], [-3.995, -0.435, -2.319], [-4.193, -2.167, -2.195], [-4.353, -1.358, -3.725], [1.760, -4.730, -1.267], [3.109, -4.369, -1.314], [4.061, -5.366, -1.099], [5.310, -5.051, -1.898], [5.170, -5.317, -3.320], [6.310, -4.999, -4.143], [7.457, -6.011, -4.083], [8.427, -5.718, -5.085], [8.700, -6.787, -5.943], [1.436, -5.149, -0.309], [1.446, -5.342, -2.120], [1.182, -3.808, -1.380], [3.654, -6.375, -1.276], [4.382, -5.479, -0.050], [6.140, -5.640, -1.482], [5.487, -3.985, -1.736], [4.789, -6.228, -3.522], [6.687, -3.981, -4.074], [5.971, -5.114, -5.183], [7.085, -7.040, -4.139], [8.026, -5.962, -3.143], [7.847, -7.063, -6.579], [9.017, -7.711, -5.442], [9.517, -6.502, -6.607], [0.767, 6.869, -5.956], [1.721, 5.842, -6.125], [1.223, 4.680, -6.765], [0.659, 3.651, -5.776], [1.553, 3.557, -4.614], [0.862, 3.118, -3.422], [1.524, 3.541, -2.120], [0.704, 3.106, -1.066], [0.923, 3.835, 0.129], [-0.229, 6.468, -5.735], [0.646, 7.462, -6.871], [1.096, 7.520, -5.149], [2.120, 4.232, -7.203], [0.523, 4.913, -7.570], [0.629, 2.683, -6.276], [-0.351, 3.971, -5.482], [1.862, 4.517, -4.477], [0.680, 2.037, -3.450], [-0.162, 3.524, -3.322], [1.555, 4.644, -2.151], [2.560, 3.213, -1.993], [0.688, 4.889, -0.028], [1.955, 3.687, 0.478], [0.336, 3.352, 0.905], [-7.106, 0.743, 8.049], [-6.222, 0.447, 6.956], [-5.867, -0.921, 6.887], [-4.367, -1.081, 6.660], [-4.043, -0.752, 5.271], [-2.649, -1.014, 4.910], [-2.197, -2.444, 5.108], [-3.015, -3.285, 4.331], [-2.755, -4.629, 4.569], [-7.195, 1.827, 8.000], [-6.637, 0.477, 8.999], [-8.047, 0.211, 7.914], [-6.414, -1.412, 6.072], [-6.145, -1.505, 7.774], [-4.108, -2.084, 6.990], [-3.906, -0.336, 7.331], [-4.225, 0.238, 5.150], [-1.943, -0.263, 5.300], [-2.583, -0.819, 3.830], [-2.183, -2.767, 6.155], [-1.152, -2.479, 4.765], [-3.184, -5.267, 3.795], [-3.144, -5.005, 5.528], [-1.684, -4.885, 4.591], [8.077, 2.294, 3.574], [6.927, 2.112, 2.774], [6.836, 3.061, 1.741], [5.559, 2.823, 0.951], [5.768, 1.768, -0.050], [4.579, 1.482, -0.825], [4.531, 0.016, -1.233], [3.536, -0.067, -2.236], [3.618, -1.241, -3.035], [8.163, 1.397, 4.183], [7.984, 3.175, 4.221], [8.975, 2.439, 2.965], [7.643, 2.954, 1.002], [6.864, 4.087, 2.127], [5.315, 3.725, 0.388], [4.753, 2.496, 1.619], [6.190, 0.944, 0.356], [4.487, 2.101, -1.723], [3.640, 1.750, -0.306], [4.316, -0.633, -0.381], [5.502, -0.153, -1.719], [3.629, -2.148, -2.425], [4.603, -1.229, -3.534], [2.858, -1.141, -3.802], [1.276, -0.857, 0.093], [0.111, -0.310, 0.687], [-0.833, -0.009, -0.356], [-2.290, -0.091, 0.055], [-2.465, 0.469, 1.419], [-2.237, 1.909, 1.432], [-2.486, 2.464, 2.818], [-3.872, 2.541, 3.097], [-4.195, 2.966, 4.385], [1.065, -1.893, -0.187], [2.088, -0.850, 0.822], [1.614, -0.252, -0.751], [-0.569, -0.630, -1.214], [-0.584, 1.028, -0.610], [-2.622, -1.133, 0.076], [-2.921, 0.371, -0.704], [-1.661, 0.019, 1.854], [-2.808, 2.475, 0.695], [-1.189, 2.176, 1.243], [-2.024, 3.459, 2.927], [-2.069, 1.818, 3.604], [-3.712, 2.465, 5.237], [-5.274, 2.876, 4.492], [-3.927, 4.028, 4.529]], "mulliken_charge": [-0.539, 0.242, 0.285, -0.628, 0.306, 0.324, -0.596, 0.397, 0.280, -0.623, 0.266, 0.355, -0.588, 0.229, 0.406, -0.714, 0.239, 0.248, -0.654, 0.299, 0.265, -0.596, 0.281, 0.345, -0.777, -0.327, -0.710, -0.247, -0.441, -1.020, 0.029, -0.251, -0.820, 0.254, 0.208, 0.361, 0.378, 0.363, 0.303, 0.286, 0.357, 0.377, 0.384, 0.561, -0.065, 0.388, 0.241, 0.285, -0.402, -0.152, -0.805, -0.483, -0.048, -0.741, -0.456, -0.335, -0.731, 0.350, 0.337, -0.246, 0.442, 0.338, 0.362, 0.178, 0.292, 0.269, 0.267, 0.399, 0.249, 0.311, 0.303, 0.257, -0.703, -0.407, -0.706, -0.348, -0.313, -0.375, -0.608, -0.041, -0.456, 0.307, 0.293, 0.250, 0.372, 0.407, 0.231, 0.283, 0.328, -0.043, 0.425, 0.513, 0.150, 0.315, 0.129, 0.071, -0.922, -0.227, -0.775, -0.520, 0.474, 0.150, -0.933, -0.217, -0.862, 0.236, 0.367, 0.322, 0.229, 0.559, 0.396, 0.276, -0.415, 0.434, -0.411, 0.446, 0.481, 0.216, 0.299, 0.364, -0.730, -0.291, -0.753, -0.395, -0.308, -0.162, -0.679, -0.168, -0.486, 0.241, 0.283, 0.309, 0.353, 0.444, 0.323, 0.313, 0.309, 0.126, -0.149, 0.245, 0.632, 0.261, 0.411, -0.127, -0.562, -0.583, 0.480, -0.737, 0.437, -0.146, -0.644, 0.018, -0.755, 0.333, 0.310, 0.121, 0.322, -0.138, -0.147, 0.021, 0.413, 0.357, -0.255, 0.259, 0.186, 0.373, 0.095, 0.296]}

(2)
{"formula": "C36H108N9O12P3S9", "method": "wB97M-V/def2-TZVPD", "homo_lumo_gap_ev": 8.1, "multiplicity": 1, "max_force_ev_per_a": 3.56, "energy_ev": -202436.2287, "e_above_lowest_kcal_mol": 183.81, "e_lumo_ev": 0.20, "elements": ["O", "P", "N", "C", "C", "N", "C", "C", "N", "C", "C", "H", "H", "H", "H", "H", "H", "H", "H", "H", "H", "H", "H", "H", "H", "H", "H", "H", "H", "O", "P", "N", "C", "C", "N", "C", "C", "N", "C", "C", "H", "H", "H", "H", "H", "H", "H", "H", "H", "H", "H", "H", "H", "H", "H", "H", "H", "H", "O", "P", "N", "C", "C", "N", "C", "C", "N", "C", "C", "H", "H", "H", "H", "H", "H", "H", "H", "H", "H", "H", "H", "H", "H", "H", "H", "H", "H", "C", "S", "O", "C", "H", "H", "H", "H", "H", "H", "C", "S", "O", "C", "H", "H", "H", "H", "H", "H", "C", "S", "O", "C", "H", "H", "H", "H", "H", "H", "C", "S", "O", "C", "H", "H", "H", "H", "H", "H", "C", "S", "O", "C", "H", "H", "H", "H", "H", "H", "C", "S", "O", "C", "H", "H", "H", "H", "H", "H", "C", "S", "O", "C", "H", "H", "H", "H", "H", "H", "C", "S", "O", "C", "H", "H", "H", "H", "H", "H", "C", "S", "O", "C", "H", "H", "H", "H", "H", "H"], "positions_angstrom": [[5.681, 1.840, -5.480], [5.145, 1.875, -4.069], [4.319, 3.423, -3.771], [3.057, 3.668, -4.437], [4.630, 4.409, -2.752], [6.476, 1.760, -2.865], [7.150, 0.458, -2.792], [7.340, 2.950, -2.797], [4.143, 0.613, -3.546], [3.442, -0.161, -4.666], [3.562, 0.458, -2.199], [2.748, 4.669, -4.138], [2.262, 3.059, -4.006], [3.111, 3.618, -5.524], [5.631, 4.788, -2.962], [4.478, 3.995, -1.756], [3.928, 5.241, -2.811], [7.969, 0.294, -2.091], [6.315, -0.202, -2.557], [7.530, 0.226, -3.786], [8.405, 2.780, -2.638], [7.254, 3.424, -3.775], [7.092, 3.408, -1.840], [4.087, -0.583, -5.437], [3.162, -1.101, -4.191], [2.572, 0.342, -5.087], [2.962, 1.323, -1.916], [4.394, 0.597, -1.509], [3.077, -0.509, -2.059], [-4.999, 2.309, -1.258], [-5.868, 1.645, -0.203], [-7.103, 0.628, -0.871], [-7.901, -0.374, -0.024], [-7.580, 0.876, -2.249], [-6.749, 2.925, 0.765], [-8.177, 2.694, 1.159], [-6.008, 4.111, 1.147], [-5.054, 0.824, 1.061], [-5.721, 0.225, 2.271], [-3.638, 0.897, 1.165], [-8.561, -0.918, -0.699], [-8.478, 0.149, 0.739], [-7.256, -1.156, 0.377], [-6.857, 1.438, -2.840], [-8.575, 1.319, -2.299], [-7.772, -0.066, -2.762], [-8.873, 2.630, 0.323], [-8.358, 1.880, 1.861], [-8.606, 3.546, 1.687], [-5.031, 3.837, 1.545], [-6.014, 4.763, 0.273], [-6.473, 4.709, 1.931], [-6.807, 0.299, 2.332], [-5.303, -0.770, 2.417], [-5.383, 0.803, 3.131], [-3.172, 1.214, 2.098], [-3.243, 1.729, 0.582], [-3.162, 0.037, 0.694], [6.261, -1.384, 3.301], [5.848, -2.427, 2.383], [4.175, -2.845, 2.779], [3.857, -4.157, 3.438], [3.088, -1.852, 2.716], [6.751, -3.851, 2.526], [7.461, -4.094, 3.705], [7.027, -4.820, 1.365], [5.974, -1.863, 0.699], [5.372, -2.721, -0.312], [7.188, -1.121, 0.342], [4.321, -4.159, 4.424], [4.257, -4.958, 2.815], [2.768, -4.161, 3.489], [2.820, -1.392, 3.667], [2.257, -2.305, 2.175], [3.500, -1.160, 1.980], [8.459, -3.656, 3.685], [7.001, -3.724, 4.622], [7.848, -5.087, 3.931], [7.602, -4.340, 0.573], [7.742, -5.593, 1.644], [6.167, -5.300, 0.899], [5.947, -3.614, -0.557], [4.415, -3.012, 0.122], [5.141, -2.206, -1.245], [7.525, -0.427, 1.113], [7.227, -0.759, -0.685], [7.976, -1.873, 0.294], [3.963, 8.075, -0.635], [4.955, 9.597, -0.243], [4.621, 10.736, -1.231], [6.665, 9.009, -0.762], [4.419, 7.205, -0.163], [3.934, 7.722, -1.666], [2.954, 8.156, -0.230], [7.450, 9.718, -0.502], [6.746, 8.660, -1.792], [6.780, 8.102, -0.168], [-2.829, 7.133, 2.982], [-3.814, 6.963, 4.528], [-4.842, 5.884, 4.152], [-2.638, 6.294, 5.718], [-3.433, 7.062, 2.077], [-2.023, 6.430, 2.773], [-2.269, 8.066, 3.031], [-2.924, 5.254, 5.878], [-2.643, 6.938, 6.598], [-1.634, 6.327, 5.294], [-0.912, 1.858, -2.217], [-0.641, 0.706, -3.681], [0.569, -0.262, -3.574], [-2.235, -0.272, -3.393], [-1.815, 2.427, -2.438], [-0.162, 2.619, -2.002], [-1.085, 1.171, -1.389], [-3.119, 0.364, -3.424], [-2.231, -0.745, -2.411], [-2.320, -1.078, -4.123], [-0.968, 3.261, 3.567], [0.148, 2.599, 4.885], [-0.107, 1.140, 5.249], [1.897, 2.540, 4.302], [-1.125, 4.312, 3.812], [-1.853, 2.627, 3.614], [-0.485, 3.275, 2.590], [2.029, 3.579, 4.003], [1.879, 1.923, 3.403], [2.563, 2.135, 5.065], [0.144, -1.154, 0.807], [0.015, -0.431, 2.512], [-0.361, 1.005, 2.272], [-1.612, -1.081, 2.992], [-0.657, -0.643, 0.273], [0.013, -2.236, 0.831], [0.952, -0.773, 0.182], [-2.383, -1.142, 2.224], [-1.996, -0.730, 3.950], [-1.390, -2.128, 3.195], [-3.161, 10.495, 1.498], [-4.665, 10.257, 0.520], [-5.338, 8.998, 1.061], [-5.318, 11.800, 1.227], [-3.114, 10.296, 2.569], [-2.603, 11.393, 1.234], [-2.312, 9.888, 1.182], [-4.523, 12.539, 1.125], [-5.502, 11.822, 2.301], [-6.245, 12.033, 0.703], [2.841, 8.301, 3.482], [1.493, 7.756, 4.542], [0.701, 6.549, 3.920], [2.499, 7.033, 5.923], [3.475, 7.526, 3.051], [3.580, 8.809, 4.102], [2.407, 8.726, 2.578], [3.233, 6.352, 5.492], [1.895, 6.241, 6.365], [2.740, 7.657, 6.784], [1.955, 3.551, 0.115], [1.829, 4.813, 1.371], [2.762, 5.920, 1.009], [0.208, 5.444, 0.784], [1.116, 2.858, 0.056], [2.545, 2.822, 0.670], [2.327, 3.970, -0.820], [-0.439, 4.601, 1.028], [0.248, 5.770, -0.255], [-0.009, 6.224, 1.515], [-0.216, 5.362, -5.742], [-0.360, 6.667, -4.476], [0.765, 6.238, -3.519], [-1.907, 6.061, -3.708], [0.730, 5.476, -6.273], [-1.017, 5.421, -6.479], [-0.321, 4.331, -5.407], [-2.402, 6.623, -2.916], [-1.771, 5.074, -3.267], [-2.697, 6.004, -4.457]], "mulliken_charge": [-0.818, 0.143, 0.199, -1.025, -1.011, 0.110, -1.208, -1.161, 0.456, -1.011, -0.772, 0.393, 0.283, 0.331, 0.402, 0.310, 0.427, 0.479, 0.223, 0.328, 0.478, 0.353, 0.263, 0.299, 0.391, 0.283, -0.117, 0.432, 0.426, -0.831, 0.242, 0.203, -0.858, -1.021, 0.321, -0.896, -0.933, 0.473, -0.966, -1.252, 0.391, 0.217, 0.254, 0.296, 0.319, 0.374, 0.262, 0.283, 0.349, 0.180, 0.298, 0.382, 0.316, 0.337, 0.316, 0.296, 0.380, 0.196, -0.908, 0.169, 0.372, -0.941, -1.147, 0.366, -1.106, -1.106, 0.515, -1.009, -0.377, 0.247, 0.246, 0.372, 0.333, 0.484, 0.264, 0.388, 0.311, 0.386, 0.303, 0.391, 0.354, 0.248, 0.392, 0.111, 0.398, -0.410, 0.422, -0.785, 0.510, -0.652, -0.910, 0.278, 0.404, 0.248, 0.333, 0.301, 0.304, -0.280, 0.419, -0.631, -0.400, 0.444, -0.191, 0.125, 0.262, 0.397, -0.172, 0.024, 0.458, -0.557, -0.996, 0.373, 0.155, -0.425, 0.412, 0.192, 0.392, 0.667, 0.371, -0.695, -0.038, -0.367, 0.306, -0.486, -0.138, -0.155, 0.470, -0.681, 0.726, -0.483, -1.230, -0.119, 0.527, 0.194, 0.263, 0.346, 0.519, -1.126, 0.492, -0.562, -0.934, 0.384, 0.450, 0.336, 0.353, 0.322, 0.312, -0.860, 0.378, -0.373, -1.044, 0.205, 0.490, 0.281, 0.306, 0.363, 0.387, -1.048, 0.596, -0.535, -0.846, 0.156, 0.581, 0.075, 0.238, 0.560, 0.104, -0.817, 0.359, -0.464, -0.629, 0.306, 0.444, 0.133, 0.369, -0.054, 0.400]}